Here is 12 unconnected molecules or ions with the total composition C30H58Br2Cl22N3 in a non-equilibrium geometry from the OMol25 dataset. Energies are from wB97M-V/def2-TZVPD.

Positions of all 115 atoms, in Å:
1 C -3.7677 1.1306 -4.5480
2 C -4.2216 1.0316 -3.2396
3 C -3.2997 0.6624 -1.9860
4 C -4.0841 0.7731 -0.5866
5 N -3.2487 1.5745 0.3643
6 C -2.4563 2.3760 -0.5602
7 N -2.0439 3.6249 -0.3898
8 C -1.2058 4.2629 -1.4369
9 Br -1.2151 6.2449 -1.1084
10 C 0.2882 3.7013 -1.5517
11 C 1.4376 4.7658 -1.2869
12 Br 0.5064 3.1474 -3.4758
13 N -2.1894 1.6182 -1.7572
14 H -4.5507 1.2392 -5.3629
15 H -2.6917 1.0944 -4.8728
16 H -5.3233 1.2284 -3.0289
17 H -2.9873 -0.4035 -2.1853
18 H -5.1508 1.1287 -0.7489
19 H -4.2659 -0.2999 -0.2427
20 H -3.8684 2.1942 0.9031
21 H -2.3189 4.0894 0.4931
22 H -1.7232 4.1434 -2.4380
23 H 0.4666 2.8097 -0.8857
24 H 1.4018 5.1831 -0.2326
25 H 1.4715 5.5871 -2.0759
26 H 2.4370 4.2177 -1.3756
27 H -1.2214 1.2570 -1.8086
28 Cl -2.2328 6.0042 2.7752
29 C -3.1726 4.7829 3.6688
30 C -2.2785 3.8229 4.4199
31 Cl -1.3592 2.7672 3.3191
32 H -3.8153 4.2616 2.9573
33 H -3.8110 5.3232 4.3694
34 H -2.8824 3.1726 5.0547
35 H -1.5672 4.3521 5.0550
36 Cl 0.5738 0.3280 -1.0556
37 C -0.3682 -0.9089 -0.1731
38 C 0.5262 -1.8943 0.5514
39 Cl 1.4361 -2.9426 -0.5669
40 H -1.0195 -1.4065 -0.8863
41 H -0.9947 -0.3771 0.5470
42 H -0.0744 -2.5510 1.1820
43 H 1.2431 -1.3763 1.1868
44 Cl 5.9730 -0.9757 -1.7617
45 C 4.5068 -1.2524 -2.7356
46 C 4.8199 -1.8756 -4.0796
47 Cl 5.6896 -0.7534 -5.1561
48 H 3.9906 -0.2978 -2.8476
49 H 3.8660 -1.9207 -2.1582
50 H 3.8934 -2.1455 -4.5858
51 H 5.4227 -2.7771 -3.9719
52 Cl 0.4534 0.7150 5.6926
53 C 2.1936 0.5282 5.3652
54 C 2.5960 1.1658 4.0530
55 Cl 1.9220 0.3013 2.6490
56 H 2.4279 -0.5366 5.3849
57 H 2.7255 1.0084 6.1886
58 H 3.6818 1.1439 3.9488
59 H 2.2700 2.2050 3.9967
60 Cl 3.8319 -4.8399 -2.1747
61 C 2.3816 -5.1216 -3.1672
62 C 2.7022 -5.7362 -4.5102
63 Cl 3.5694 -4.6153 -5.5820
64 H 1.8614 -4.1681 -3.2785
65 H 1.7422 -5.7934 -2.5995
66 H 1.7806 -6.0053 -5.0188
67 H 3.3076 -6.6373 -4.4039
68 Cl -1.1448 7.7801 6.2099
69 C -1.1897 9.3386 5.3476
70 C 0.1158 9.6399 4.6426
71 Cl 1.4394 9.9646 5.7872
72 H -1.4445 10.1159 6.0685
73 H -1.9985 9.2729 4.6178
74 H 0.0041 10.5327 4.0250
75 H 0.4208 8.8153 3.9971
76 Cl 6.6474 -7.1071 2.4057
77 C 7.4478 -6.9662 0.8206
78 C 6.4859 -7.1866 -0.3276
79 Cl 5.9236 -8.8736 -0.4216
80 H 8.2728 -7.6788 0.7940
81 H 7.8652 -5.9595 0.7656
82 H 6.9826 -6.9653 -1.2737
83 H 5.6095 -6.5419 -0.2448
84 Cl -0.3193 -7.0788 -5.6293
85 C -0.3523 -7.4735 -7.3671
86 C 0.9648 -8.0485 -7.8535
87 Cl 2.2806 -6.8410 -7.8538
88 H -0.6185 -6.5686 -7.9143
89 H -1.1510 -8.2035 -7.5074
90 H 0.8555 -8.3942 -8.8826
91 H 1.2823 -8.8942 -7.2424
92 Cl -0.5200 -6.8714 -2.0740
93 C -1.9585 -5.9039 -2.4718
94 C -1.6930 -4.4135 -2.3777
95 Cl -1.4211 -3.8739 -0.7001
96 H -2.7648 -6.2114 -1.8051
97 H -2.2430 -6.1639 -3.4929
98 H -2.5583 -3.8633 -2.7519
99 H -0.8227 -4.1223 -2.9686
100 Cl -6.1825 4.1674 0.7144
101 C -6.2486 4.2553 -1.0655
102 C -7.5726 3.7682 -1.6193
103 Cl -7.7882 2.0153 -1.3921
104 H -5.4130 3.6758 -1.4620
105 H -6.0962 5.3013 -1.3359
106 H -7.6139 3.9583 -2.6928
107 H -8.4167 4.2760 -1.1518
108 Cl 1.7583 2.9564 8.7660
109 C 0.8332 1.7197 9.6531
110 C 1.7342 0.7554 10.3943
111 Cl 2.6561 -0.2902 9.2853
112 H 0.1922 1.2006 8.9394
113 H 0.1946 2.2500 10.3613
114 H 1.1330 0.0978 11.0241
115 H 2.4445 1.2818 11.0326

Results
- max |F| (eV/Å) = 4.02
- total charge = +1
- orbital gap (eV) = 8.7341

Atom charges from the Löwdin analysis, given in e for atoms 1 to 2: C 0.0143; C -0.1147

Here is 24 unconnected molecules or ions with the total composition C28H88F3I3O29S in a non-equilibrium geometry from the OMol25 dataset. Energies are from wB97M-V/def2-TZVPD.

Positions of all 152 atoms, in Å:
1 C -1.0105 -3.0223 2.2951
2 C -0.6213 -2.2777 1.4430
3 C -0.1291 -1.3303 0.4422
4 C -1.1590 -0.1892 0.1718
5 C -2.6271 -0.4512 0.5636
6 C -3.0480 0.2785 1.8617
7 C -2.9266 -0.4597 3.1518
8 O -2.1828 -0.1054 4.0455
9 O -3.7613 -1.5027 3.2835
10 C -4.0748 -1.8838 4.6357
11 C -3.0944 -2.8859 5.2272
12 C 0.1198 -2.1500 -0.8898
13 C -1.2195 -2.6286 -1.4092
14 I -2.5858 -1.2583 -2.3002
15 C -1.6603 -3.8830 -1.3193
16 C -3.0003 -4.3873 -1.7774
17 I -0.4587 -5.4435 -0.5474
18 C 1.0862 -1.4452 -1.9061
19 I 3.0392 -2.4906 -1.8759
20 C 0.7239 -1.4758 -3.3877
21 C 0.5546 -2.8748 -4.0214
22 C 1.5445 -3.1527 -5.1681
23 C 1.8781 -4.6604 -5.3295
24 C 3.3907 -4.9100 -5.3195
25 C 4.1050 -4.2873 -6.5304
26 C 5.4957 -3.7697 -6.1673
27 O 1.2995 -0.0592 -1.6141
28 S 1.8710 0.4097 -0.1960
29 O 3.2974 0.4582 -0.1970
30 O 1.2161 1.6659 0.0376
31 C 1.2400 -0.7792 1.0494
32 C 0.9936 -0.0658 2.3929
33 C 1.9749 1.0682 2.8047
34 C 1.2400 2.3028 3.2471
35 F 2.1119 3.1799 3.8160
36 F 0.3147 2.0412 4.1764
37 F 0.6571 2.9782 2.2326
38 O 2.0200 -1.9211 1.2588
39 C 3.3039 -1.7681 1.8602
40 C 3.8325 -3.1515 2.2799
41 C 4.7156 -3.8711 1.2623
42 H -1.3696 -3.7453 2.9875
43 H -0.8690 0.7322 0.6663
44 H -1.0799 0.0495 -0.8872
45 H -2.9087 -1.5042 0.5475
46 H -3.2494 0.0317 -0.1880
47 H -2.5475 1.2424 1.9067
48 H -4.1119 0.4832 1.7477
49 H -4.2037 -1.0121 5.2753
50 H -5.0530 -2.3618 4.5648
51 H -2.0776 -2.5523 5.0199
52 H -3.1885 -2.8903 6.3128
53 H -3.2582 -3.8816 4.8210
54 H 0.6777 -3.0319 -0.5907
55 H -3.8055 -3.8738 -1.2495
56 H -3.1021 -5.4565 -1.6220
57 H -3.1255 -4.1713 -2.8405
58 H 1.5799 -1.0126 -3.8852
59 H -0.1109 -0.8158 -3.5992
60 H -0.4505 -2.9106 -4.4510
61 H 0.5961 -3.6660 -3.2736
62 H 2.4804 -2.6226 -4.9885
63 H 1.0898 -2.8012 -6.0939
64 H 1.4975 -4.9874 -6.3015
65 H 1.3942 -5.2531 -4.5516
66 H 3.7922 -4.4299 -4.4218
67 H 3.6067 -5.9780 -5.2695
68 H 4.1835 -5.0317 -7.3260
69 H 3.5220 -3.4574 -6.9377
70 H 6.1118 -4.6015 -5.8110
71 H 5.4215 -3.0491 -5.3498
72 H 6.0020 -3.3344 -7.0219
73 H 1.0833 -0.8594 3.1301
74 H -0.0224 0.2977 2.4897
75 H 2.5204 0.7568 3.6964
76 H 2.7208 1.3271 2.0579
77 H 3.2589 -1.1658 2.7724
78 H 4.0267 -1.2983 1.1933
79 H 4.3972 -3.0033 3.2020
80 H 2.9606 -3.7547 2.5435
81 H 5.3389 -3.1892 0.6875
82 H 4.1076 -4.4677 0.5829
83 H 5.3706 -4.5574 1.7997
84 O 7.2125 -2.1849 2.5949
85 H 7.0668 -1.5586 1.8767
86 H 8.1227 -2.4735 2.4641
87 O 0.1812 5.5954 4.8994
88 H 0.8084 5.1522 4.3146
89 H -0.6863 5.3916 4.5256
90 O -4.1105 1.9104 -0.5392
91 H -4.8210 2.2853 -0.0032
92 H -3.5363 2.6572 -0.7370
93 O 0.8660 8.2408 3.7430
94 H 0.7905 7.3499 4.1211
95 H 0.7434 8.8244 4.4990
96 O 5.4282 -1.4783 -8.4056
97 H 4.9359 -0.9484 -7.7703
98 H 6.1540 -0.9089 -8.6803
99 O -6.1841 0.0029 1.7631
100 H -7.1405 -0.0922 1.8757
101 H -5.8034 -0.7576 2.2188
102 O -2.6380 0.3936 7.1511
103 H -2.4600 0.1929 6.2251
104 H -2.0147 1.0913 7.3782
105 O -3.4310 2.7693 4.6434
106 H -3.3436 2.2700 5.4641
107 H -2.6771 2.4826 4.1168
108 O 8.6351 -4.0281 4.9785
109 H 7.9949 -3.6268 4.3808
110 H 9.0399 -3.2855 5.4367
111 O 1.3368 4.7038 -0.5502
112 H 1.4164 3.7968 -0.2314
113 H 1.1165 5.2259 0.2276
114 O 8.3374 0.4829 2.6148
115 H 8.7168 -0.1074 3.2724
116 H 8.0027 1.2280 3.1238
117 O 0.4390 -8.3646 2.1369
118 H 0.2065 -7.6083 1.5891
119 H 1.2868 -8.6642 1.7944
120 O 3.4998 6.6327 3.2455
121 H 2.7517 7.2433 3.2283
122 H 3.4152 6.1134 2.4405
123 O 2.3569 4.4988 -3.6878
124 H 2.4374 3.6000 -3.3547
125 H 2.1329 5.0112 -2.9010
126 O -5.4337 0.4539 -1.8715
127 H -6.0236 1.0738 -2.3121
128 H -4.8940 1.0019 -1.2881
129 O -4.2633 4.0987 -2.3974
130 H -3.9130 3.7714 -3.2323
131 H -5.2136 3.9878 -2.5010
132 O -5.0427 3.2290 -5.1602
133 H -5.7555 3.2684 -5.8108
134 H -4.2465 3.2515 -5.7002
135 O -1.0692 4.8194 0.8238
136 H -0.5831 4.0860 1.2138
137 H -0.9716 4.7000 -0.1275
138 O -3.4793 6.6664 -4.2057
139 H -3.4812 5.7536 -3.8989
140 H -3.6367 7.1740 -3.4039
141 O -9.0564 -0.7652 1.3820
142 H -9.7728 -0.1225 1.4003
143 H -9.1863 -1.2569 0.5649
144 O -5.6244 3.1547 1.9799
145 H -5.6346 2.2294 2.2630
146 H -5.7296 3.6546 2.7948
147 O 0.3145 10.7428 1.9323
148 H 0.7321 10.0017 2.3868
149 H 0.4537 10.5619 0.9985
150 O -6.0200 3.9437 -7.9084
151 H -6.7395 3.9764 -8.5466
152 H -5.2208 3.9742 -8.4441

Results
- max |F| (eV/Å) = 2.08
- total charge = 0
- orbital gap (eV) = 8.5488

Atom charges from the Löwdin analysis, given in e for atoms 1 to 2: C 0.1716; C -0.0843

Q: The lowest orbital gap belongs to which entry?
A: C28H88F3I3O29S

Q: Which of these has the highest total charge?
A: C30H58Br2Cl22N3

Q: The highest orbital gap belongs to which entry?
A: C30H58Br2Cl22N3